Formula: C39H44IrN4O2SSb
Source: OMol25
Level of theory: wB97M-V/def2-TZVPD

The geometry in XYZ format:
```
92
C39H44IrN4O2SSb wB97M-V/def2-TZVPD
Ir -0.31264 0.23377 0.14891
C 1.12502 2.13826 -1.77480
C 2.37043 1.45089 -1.20435
N 2.01508 0.43938 -0.19098
C 2.62264 -0.88648 -0.34143
C 1.68787 -1.92516 -0.92518
C 2.13934 -3.14399 -1.41162
C 1.21298 -4.04211 -1.91710
C -0.13130 -3.69409 -1.95451
C -0.50940 -2.46430 -1.44572
C -1.95045 -1.99802 -1.40452
N -2.04192 -0.53146 -1.38466
C -1.91376 0.09925 -2.71607
C -1.12976 1.40845 -2.63783
N 0.17890 1.07745 -2.09245
N 0.39176 -1.62859 -0.93087
H 1.40612 2.74384 -2.64372
H 0.66821 2.79062 -1.02782
H 3.02903 2.20743 -0.77642
H 2.90485 0.96149 -2.02228
H 2.21012 0.76174 0.75606
H 2.92687 -1.24109 0.64745
H 3.52985 -0.83655 -0.94892
H 3.19578 -3.37792 -1.39383
H 1.53756 -5.00215 -2.29535
H -0.86804 -4.36901 -2.36943
H -2.39494 -2.37960 -0.48221
H -2.49860 -2.42566 -2.24910
H -2.92646 -0.26003 -0.97091
H -2.89263 0.27190 -3.16880
H -1.36402 -0.59090 -3.36158
H -1.62252 2.11058 -1.96045
H -1.07948 1.87063 -3.63035
H 0.62956 0.41330 -2.71676
C 0.52164 -1.54680 8.65421
C 0.62859 -1.15440 7.22581
C -0.14284 -0.09922 6.70702
C 0.00021 0.30576 5.40371
C -0.73650 1.48545 4.86127
C 0.89707 -0.42938 4.56901
C 1.74276 -1.44804 5.08474
C 2.77569 -2.09186 4.21232
C 1.57075 -1.81144 6.39256
C 0.99399 -0.05840 3.11083
O 1.96093 0.68260 2.88829
O 0.11217 -0.50402 2.34003
H -0.35198 -1.10901 9.13069
H 1.41142 -1.21003 9.19609
H 0.49000 -2.63374 8.74821
H -0.83798 0.42093 7.35358
H -1.40828 1.90512 5.60617
H -1.30777 1.20921 3.97203
H -0.02314 2.25468 4.55396
H 2.32592 -2.44821 3.28320
H 3.25200 -2.92915 4.71585
H 3.53764 -1.35449 3.95414
H 2.17371 -2.60817 6.81094
S -1.50665 2.06435 1.19134
Sb -3.53859 2.90598 0.40054
C -4.80854 1.42680 -0.47943
C -5.43716 1.61219 -1.70536
C -6.29542 0.63246 -2.18627
C -6.52290 -0.52100 -1.44912
C -5.88741 -0.70380 -0.22753
C -5.02918 0.26985 0.26328
C -4.36655 3.54375 2.25136
C -3.57971 4.36477 3.04914
C -4.05747 4.74998 4.29205
C -5.29980 4.30661 4.72793
C -6.06628 3.47024 3.92980
C -5.60511 3.08713 2.67747
C -2.93248 4.46870 -0.93111
C -1.73710 5.09999 -0.60634
C -1.24897 6.10296 -1.42980
C -1.94446 6.46429 -2.57619
C -3.14229 5.83841 -2.88747
C -3.64780 4.84387 -2.06161
H -5.27234 2.50445 -2.29099
H -6.79692 0.78159 -3.13332
H -7.20293 -1.27403 -1.82394
H -6.07391 -1.59932 0.35074
H -4.53934 0.12719 1.22126
H -2.60654 4.69930 2.71042
H -3.45861 5.39730 4.91931
H -5.67550 4.61925 5.69306
H -7.02615 3.11390 4.27928
H -6.21017 2.44666 2.04666
H -1.18343 4.80666 0.27760
H -0.32503 6.60469 -1.17395
H -1.55650 7.23852 -3.22429
H -3.69427 6.12755 -3.77204
H -4.60231 4.39803 -2.30076
```

The value obtained for the molar mass is 946.9 g/mol. As for the spin multiplicity: 5. The max |F| comes out at 0.81 eV/Å. Its energy is -2624.245605 Ha. The net charge is +2.

Formula: C39H44OPRe
Source: OMol25
Level of theory: wB97M-V/def2-TZVPD

The geometry in XYZ format:
```
86
C39H44OPRe wB97M-V/def2-TZVPD
C 1.36082 -2.27406 0.60474
C 2.23353 -1.45399 -0.19314
C 1.58906 -1.22394 -1.45513
C 0.30833 -1.87486 -1.43174
C 0.17118 -2.52916 -0.15686
Re 0.39468 -0.47175 0.12626
C -2.52823 1.63714 -0.42978
C -2.01421 1.10795 0.70905
H -1.82436 1.77002 1.55714
C -1.67004 -0.30449 0.88274
H -2.31136 -1.00129 0.32899
H -1.65338 -0.58181 1.94502
C -2.62204 3.11455 -0.64542
H -2.07032 3.66972 0.12151
H -2.20228 3.37363 -1.62667
H -3.66597 3.45848 -0.64496
C -3.09811 0.80193 -1.54147
H -2.99114 -0.27611 -1.38833
H -4.17198 1.00890 -1.67901
H -2.60647 1.05867 -2.48865
C 3.61444 -1.00928 0.16411
H 3.69370 -0.84248 1.24353
H 4.36529 -1.76253 -0.12221
H 3.86512 -0.06971 -0.34651
C 2.26373 -0.59804 -2.63692
H 2.68937 0.37309 -2.36093
H 3.08690 -1.22222 -3.01414
H 1.55718 -0.43858 -3.45697
C -0.60291 -2.08256 -2.60513
H -0.51525 -1.26980 -3.33102
H -0.36889 -3.01874 -3.13606
H -1.64658 -2.14459 -2.27662
C -0.92736 -3.47810 0.21757
H -1.85223 -3.21254 -0.30706
H -0.67627 -4.51710 -0.04615
H -1.10802 -3.43672 1.29651
C 1.69889 -2.84492 1.93904
H 0.78711 -3.14948 2.46204
H 2.35032 -3.72349 1.84621
H 2.22476 -2.10262 2.55050
C 0.32399 1.48695 -1.20240
C 0.60860 2.68199 -0.58886
C 0.01613 1.50491 -2.56171
C 0.87709 3.85047 -1.31697
H 0.75108 2.68283 0.48939
C 0.17884 2.68455 -3.30666
H -0.34461 0.61046 -3.07421
C 0.67769 3.84359 -2.69678
H 1.25909 4.74248 -0.80849
H -0.04968 2.67834 -4.37679
H 0.91794 4.72360 -3.30066
O 0.62856 0.87872 1.72697
P 0.83311 0.89902 3.26349
C -0.44593 -0.02807 4.13437
C -1.63175 0.64756 4.49968
C -2.66000 -0.02712 5.15592
C -2.52712 -1.38031 5.46994
C -1.34562 -2.05085 5.14398
C -0.30981 -1.38618 4.48322
C 2.50947 0.40831 3.68551
C 3.56096 1.06016 3.00597
C 4.88722 0.76378 3.31759
C 5.18469 -0.17729 4.30797
C 4.14973 -0.75752 5.04333
C 2.81820 -0.43908 4.76669
C 0.68733 2.57343 3.88915
C 0.91778 2.72117 5.27043
C 0.85646 3.98275 5.85704
C 0.56852 5.10276 5.06770
C 0.32442 4.95390 3.69939
C 0.37379 3.69119 3.10303
H -1.73848 1.71232 4.28338
H -3.56870 0.51300 5.41631
H -3.33964 -1.90974 5.96722
H -1.22142 -3.10165 5.40071
H 0.61043 -1.92120 4.25453
H 3.32980 1.80314 2.23865
H 5.68945 1.26756 2.77982
H 6.22111 -0.44728 4.50920
H 4.37082 -1.46254 5.84430
H 2.02295 -0.84259 5.39441
H 1.14355 1.84141 5.87920
H 1.03531 4.07585 6.92731
H 0.53021 6.09046 5.52171
H 0.08860 5.82000 3.07925
H 0.16223 3.58090 2.03840
```

The value obtained for the molar mass is 746.0 g/mol. As for the spin multiplicity: 4. The max |F| comes out at 10.21 eV/Å. Its energy is -2007.122947 Ha. The net charge is +1.

Formula: C39H45As3CdCl6OPSi
Source: OMol25
Level of theory: wB97M-V/def2-TZVPD

The geometry in XYZ format:
```
97
C39H45As3CdCl6OPSi wB97M-V/def2-TZVPD
Cd 0.08787 -0.63667 0.92716
C -0.35927 2.49677 -2.69405
As -1.27632 1.41788 -1.29499
C -2.20951 2.98243 -0.54085
C -2.86989 0.84331 -2.32737
C -2.81696 -0.38843 -3.24638
C -4.13920 -0.40316 -4.03142
C -2.75254 -1.71356 -2.46610
As -1.17277 -2.16374 -1.35953
C -0.13691 -3.18899 -2.70558
C -2.01053 -3.72614 -0.53491
C -1.64448 -0.24362 -4.22626
As -1.48933 -1.59516 -5.66028
C 0.30842 -1.00931 -6.21924
C -2.41339 -0.60715 -7.10050
H -1.06511 3.00226 -3.35671
H 0.31799 1.88552 -3.29035
H 0.24224 3.24821 -2.17886
H -2.62163 3.60026 -1.34120
H -1.51636 3.58342 0.04856
H -3.02010 2.65953 0.11176
H -3.16791 1.71098 -2.92692
H -3.64601 0.68501 -1.57259
H -4.98657 -0.44660 -3.34421
H -4.18491 -1.27933 -4.68456
H -4.23849 0.49496 -4.64717
H -2.88220 -2.54268 -3.16865
H -3.58512 -1.74020 -1.76361
H -0.77512 -3.84998 -3.29211
H 0.61038 -3.78393 -2.17800
H 0.39306 -2.51584 -3.38088
H -2.50924 -4.33799 -1.28841
H -2.74117 -3.38508 0.19851
H -1.26213 -4.32932 -0.01875
H -0.70958 -0.28510 -3.65689
H -1.68814 0.73860 -4.70912
H 1.06909 -1.38185 -5.53292
H 0.35635 0.08098 -6.24124
H 0.53087 -1.39228 -7.21536
H -3.49476 -0.66049 -6.98438
H -2.15101 -1.05875 -8.05794
H -2.10712 0.44050 -7.11045
C 4.38755 -2.24285 6.27509
C 4.05975 -2.87780 5.08411
C 3.45759 -2.16275 4.06475
C 3.18855 -0.80009 4.20876
C 3.53840 -0.16825 5.39640
C 4.12922 -0.88990 6.42572
P 2.27506 -0.04496 2.81381
C 2.01352 1.69157 3.32235
C 1.30301 1.96565 4.49548
C 0.94408 3.26455 4.81477
C 1.25284 4.30678 3.95142
C 1.93783 4.04286 2.77519
C 2.32387 2.74655 2.46449
C 3.61621 0.13667 1.58377
C 4.91915 0.29806 1.98859
C 5.95872 0.42645 1.05274
C 5.67370 0.40028 -0.28128
C 4.34813 0.23046 -0.74130
C 4.07592 0.20389 -2.12695
C 2.79678 0.02002 -2.55925
C 1.75806 -0.15348 -1.62509
C 1.93203 -0.12733 -0.25867
C 3.27637 0.07980 0.19484
H 4.83275 -2.80414 7.08724
H 4.25782 -3.93502 4.96037
H 3.16829 -2.66486 3.14745
H 3.35546 0.89051 5.52127
H 4.38482 -0.39053 7.35259
H 1.00459 1.15074 5.14189
H 0.39794 3.46333 5.72883
H 0.94720 5.31845 4.18780
H 2.17214 4.85059 2.09238
H 2.86104 2.54798 1.54526
H 5.15376 0.32706 3.04549
H 6.97931 0.54744 1.39529
H 6.46402 0.50581 -1.01695
H 4.89454 0.32651 -2.82767
H 2.57535 -0.00358 -3.62167
H 0.76375 -0.32877 -2.02314
Cl -6.18458 2.50617 4.01471
C -5.07950 1.58042 3.03681
C -3.71862 1.81529 3.13568
C -2.86220 1.08724 2.34028
Cl -1.15702 1.38685 2.42117
C -3.27433 0.09788 1.40222
O -2.44802 -0.51994 0.65085
C -4.68208 -0.09738 1.38547
Cl -5.32488 -1.30550 0.31915
C -5.56708 0.62189 2.16579
H -3.33238 2.56286 3.81493
H -6.62866 0.43466 2.09008
Cl -2.67645 -2.97315 2.94795
Si -0.64241 -2.53523 2.66288
Cl 0.21479 -4.44331 3.08109
Cl -0.28817 -1.57173 4.55762
```

The value obtained for the molar mass is 1138.7 g/mol. The calculation puts the energy relative to the best compared isomer or geometry (same formula, charge and spin) at 0.0 kcal/mol. The max |F| comes out at 0.68 eV/Å. Its energy is -11855.672301 Ha. The net charge is -1.